No. 1
ORCA calculation (ωB97M-V with the def2-TZVPD basis set) on 2 unconnected molecules or ions with the total composition CH2BrIO2S.

Each line ends with the natural charge from an NBO analysis.
Cartesian coordinates (Å):
I 2.17 0.12 0.97  0.2870
Br 0.07 -0.14 -2.60  -0.1915
S -0.78 0.81 -0.74  1.7740
O -2.21 0.93 -0.81  -0.8475
O 0.11 1.88 -0.49  -0.8761
C 0.43 -0.98 1.07  -0.5522
H 0.48 -1.88 0.62  0.1725
H -0.28 -0.74 1.98  0.2337

Computed properties:
relative energy (zero: lowest compared OMol25 entry of this formula, charge and spin) = 63.66 kcal/mol
frontier orbital gap (spin up / spin down) = 7.931 / 6.438 eV
electronic energy = -3459.5534 hartree
spin multiplicity = 1



No. 2
ORCA calculation (ωB97M-V with the def2-TZVPD basis set) on C20H20F2N4O3 in the gas phase.

Each line ends with the natural charge from an NBO analysis.
Cartesian coordinates (Å):
F 3.91 -2.71 1.79  -0.3284
F 2.89 -4.34 0.79  -0.3295
O -3.17 0.16 3.09  -0.6354
O -3.65 3.71 2.01  -0.5195
O 1.34 1.68 -5.76  -0.4815
N -0.09 -0.47 -0.02  -0.4698
N 0.29 -2.34 2.92  -0.2988
N 0.65 -1.94 1.71  -0.1441
N -2.58 0.66 0.95  -0.6275
C 1.30 1.01 -4.58  0.3316
C -3.16 3.12 0.83  0.0825
C 0.51 1.58 -3.58  -0.2555
C 2.12 1.16 -6.81  -0.2547
C 2.69 -3.28 1.62  0.5349
C -0.25 -1.01 1.18  0.3368
C 1.09 -0.21 -2.06  -0.0651
C 1.91 -1.76 -0.25  -0.2766
C -1.24 -0.85 2.16  -0.2782
C 1.73 -2.30 0.99  0.1808
C -0.83 -1.70 3.20  0.0478
C 0.96 -0.82 -0.75  0.2474
C -3.61 1.64 0.70  -0.2655
C 1.87 -0.78 -3.07  -0.1625
C -1.63 3.31 0.93  -0.4191
C 1.97 -0.18 -4.32  -0.3137
C 0.40 0.98 -2.35  -0.1558
C -2.77 3.37 3.06  -0.0928
C -1.37 3.22 2.44  -0.4432
C -2.42 0.03 2.13  0.6715
H -3.09 2.42 3.52  0.2004
H -3.59 3.69 0.00  0.1901
H 2.33 -3.64 2.59  0.1785
H -1.33 -1.86 4.13  0.2321
H -0.93 2.26 2.71  0.2095
H 1.99 1.86 -7.63  0.2055
H -1.08 2.57 0.36  0.2024
H -4.40 1.47 1.44  0.2456
H -4.01 1.47 -0.30  0.1996
H 2.58 -0.66 -5.07  0.2235
H 1.77 0.17 -7.13  0.1793
H -1.38 4.30 0.56  0.2122
H 2.38 -1.71 -2.91  0.2112
H -0.20 1.42 -1.58  0.2241
H -0.70 4.01 2.77  0.2129
H -1.90 0.49 0.23  0.4207
H 2.78 -2.02 -0.82  0.2424
H -0.01 2.50 -3.80  0.2293
H -2.83 4.16 3.81  0.1852
H 3.17 1.11 -6.54  0.1795

Computed properties:
relative energy (zero: lowest compared OMol25 entry of this formula, charge and spin) = 0.00 kcal/mol
frontier orbital gap = 7.915 eV
SMILES string = COc1ccc(-c2cc(C(F)F)n3ncc(C(=O)NC[C@@H]4CCCO4)c3n2)cc1
electronic energy = -1418.6107 hartree
spin multiplicity = 1



No. 3
ORCA calculation (ωB97M-V with the def2-TZVPD basis set) on 13 unconnected molecules or ions with the total composition C4H24BO20.

Each line ends with the natural charge from an NBO analysis.
Cartesian coordinates (Å):
O 2.92 -0.36 -2.83  -0.5544
O -0.30 4.49 3.88  -0.9565
O -0.91 2.39 1.85  -0.5668
O 2.85 2.40 1.38  -0.9434
O 5.36 1.09 -2.13  -0.9599
O 1.90 0.20 -0.90  -0.6732
O -1.80 2.07 -3.04  -0.9325
O -1.49 -3.34 -0.91  -0.9442
O 0.28 -0.65 0.73  -0.6536
O -0.30 -0.25 -1.56  -0.6691
O 0.12 1.57 0.02  -0.6690
O -0.96 -0.47 2.60  -0.6133
O -1.20 -2.06 5.75  -0.9517
O -2.58 4.37 0.06  -0.9354
O 2.36 -2.92 0.14  -0.9478
O 0.24 -4.27 -4.24  -0.9391
O 1.02 -0.02 4.81  -0.9592
O -2.17 -1.86 -5.16  -0.9551
O -3.94 -1.48 1.10  -0.9450
O 0.18 -1.11 -3.59  -0.5588
C -0.44 0.00 1.62  0.7131
C 0.48 -0.49 -2.61  0.6795
C -0.44 1.49 1.23  0.7063
C 1.94 -0.21 -2.16  0.6945
B 0.52 0.25 -0.43  1.1815
H 5.38 0.69 -1.26  0.4644
H -1.45 -1.88 4.83  0.4845
H -1.38 2.56 -3.75  0.4610
H -1.67 4.67 0.09  0.4666
H 4.47 0.87 -2.46  0.4869
H -1.71 -1.43 6.26  0.4691
H 0.87 -0.79 5.38  0.4755
H 0.22 -3.64 -4.97  0.4737
H -1.08 1.76 -2.48  0.4706
H -1.09 -2.81 -1.61  0.4744
H 0.37 -0.14 4.11  0.4759
H -1.42 -1.27 -4.99  0.4849
H 2.97 1.75 0.68  0.4769
H 2.60 -3.22 1.02  0.4663
H -2.83 4.29 0.98  0.4700
H 1.75 -2.19 0.30  0.4795
H -0.17 3.70 4.42  0.4729
H -3.12 -1.09 1.43  0.4782
H -2.39 -3.00 -0.83  0.4700
H 2.57 3.20 0.92  0.4672
H 1.12 -4.18 -3.87  0.4667
H -4.62 -1.09 1.65  0.4661
H -0.32 4.14 2.98  0.4826
H -2.74 -1.72 -4.39  0.4688

Computed properties:
relative energy (zero: lowest compared OMol25 entry of this formula, charge and spin) = 24.43 kcal/mol
frontier orbital gap = 10.695 eV
charge = -1
electronic energy = -1696.8290 hartree
spin multiplicity = 1



No. 4
ORCA calculation (ωB97M-V with the def2-TZVPD basis set) on C4H7NO in the gas phase.

Each line ends with the natural charge from an NBO analysis.
Cartesian coordinates (Å):
O -0.06 -1.54 0.23  -0.5177
N 0.64 0.54 -0.48  -0.4511
C 0.50 1.12 0.95  -0.4304
C -1.21 -0.70 0.26  -0.0814
C -0.69 0.73 0.16  -0.1256
C 1.07 -0.86 -0.26  0.1060
H 1.83 -0.85 0.53  0.2078
H -1.86 -0.95 -0.60  0.1653
H 0.68 2.19 0.87  0.1495
H -1.75 -0.88 1.19  0.2027
H 1.45 -1.32 -1.18  0.1635
H -1.37 1.44 -0.31  0.1965
H 0.78 1.06 -1.35  0.4148

Computed properties:
relative energy (zero: lowest compared OMol25 entry of this formula, charge and spin) = 108.82 kcal/mol
frontier orbital gap = 8.198 eV
electronic energy = -286.4582 hartree
spin multiplicity = 1



No. 5
ORCA calculation (ωB97M-V with the def2-TZVPD basis set) on 4 unconnected molecules or ions with the total composition C2H12N2O3.

Each line ends with the natural charge from an NBO analysis.
Cartesian coordinates (Å):
O -4.69 2.45 -3.15  -0.9436
O 3.32 -0.51 0.42  -0.9767
O 2.61 2.28 -0.97  -0.9470
N 0.22 -1.58 1.37  -0.5907
N 0.74 0.68 1.23  -0.9289
C -0.06 -0.33 0.96  0.3733
C -0.81 -2.64 1.18  -0.4292
H 3.86 0.14 -0.02  0.4803
H 0.92 0.67 2.23  0.3699
H -1.03 -0.23 0.50  0.1565
H 1.17 -1.55 1.74  0.4280
H 2.22 1.73 -0.27  0.4804
H -5.10 3.31 -2.96  0.4724
H -1.80 -2.17 0.95  0.2197
H -4.54 2.41 -4.10  0.4713
H 2.01 2.01 -1.69  0.4612
H 2.42 -0.14 0.48  0.4740
H -0.69 -3.43 1.91  0.2272
H -0.76 -3.10 0.17  0.2018

Computed properties:
relative energy (zero: lowest compared OMol25 entry of this formula, charge and spin) = 47.83 kcal/mol
frontier orbital gap = 9.660 eV
SMILES string = [H]/N=C\NC.O.O.O
electronic energy = -418.5628 hartree
spin multiplicity = 1



No. 6
ORCA calculation (ωB97M-V with the def2-TZVPD basis set) on a molecular structure, C24H30N2P2Ti.

Each line ends with the natural charge from an NBO analysis.
Cartesian coordinates (Å):
Ti 0.53 0.29 1.21  0.9281
P 0.44 -2.01 0.19  0.9771
P -1.61 0.55 -0.12  0.9069
N -0.15 0.37 3.20  -0.6049
N 0.35 -0.24 -2.87  -0.4951
C -0.27 1.68 3.60  0.0177
C 0.97 2.12 -2.58  -0.1441
C 2.61 0.32 -2.31  -0.1177
C 0.56 3.47 -2.77  -0.1974
C -2.25 0.56 -1.89  -0.7040
C -2.07 2.23 0.34  -0.9728
C 3.18 -2.50 -2.28  -0.2154
C 3.94 -0.18 -2.26  -0.1751
C -1.75 2.82 -3.02  -0.2086
C -0.99 -0.43 5.29  -0.2222
C -0.34 -0.65 4.09  0.0673
C 4.25 -1.56 -2.34  -0.2239
C 1.62 -3.12 1.02  -0.9479
C -0.75 3.82 -3.06  -0.2198
C 2.22 1.68 -2.04  -0.0232
C -1.35 1.52 -2.67  -0.0347
C 0.03 1.08 -2.81  0.2685
C 1.86 -2.03 -2.17  0.0459
C -3.02 -0.37 0.61  -0.9395
C -1.10 -2.87 0.54  -0.9874
C 0.75 -2.79 -1.52  -0.7075
C -1.29 0.89 5.65  -0.1176
C -0.89 1.94 4.82  -0.2276
C 1.58 -0.65 -2.53  0.1787
H 2.87 2.34 -1.42  0.2273
H 0.08 -1.65 3.87  0.2273
H -1.52 2.94 -0.29  0.2659
H 1.33 -4.13 0.68  0.2289
H -3.35 0.77 -1.91  0.2446
H 1.50 -3.01 2.12  0.2233
H -1.25 -1.26 5.95  0.2487
H 1.69 -0.70 0.48  -0.1902
H 0.95 -3.87 -1.43  0.2400
H 5.31 -1.89 -2.35  0.2344
H -1.92 2.43 1.41  0.2258
H -2.12 -0.47 -2.26  0.2627
H 1.38 4.17 -2.61  0.2214
H 0.21 2.51 3.03  0.2279
H -0.17 -2.68 -2.09  0.2535
H -1.80 1.09 6.59  0.2472
H -2.80 3.12 -3.16  0.2308
H 4.70 0.61 -2.17  0.2185
H -1.51 -2.53 1.50  0.2292
H -1.81 -2.76 -0.29  0.2424
H -1.01 4.87 -3.24  0.2323
H 3.42 -3.58 -2.30  0.2276
H -3.14 -1.34 0.11  0.2469
H -1.05 2.98 5.10  0.2460
H -0.82 -3.92 0.63  0.2381
H -3.90 0.26 0.40  0.2337
H -2.86 -0.49 1.70  0.2339
H 1.02 0.87 -0.17  -0.3663
H 2.65 -2.91 0.69  0.2577
H -3.14 2.30 0.11  0.2371

Computed properties:
frontier orbital gap (spin up / spin down) = 5.938 / 6.039 eV
charge = +1
electronic energy = -2573.8220 hartree
spin multiplicity = 2



| no. | molecular weight (g mol⁻¹) |
| --- | --- |
| 1 | 284.900 |
| 2 | 402.401 |
| 3 | 403.028 |
| 4 | 85.106 |
| 5 | 112.129 |
| 6 | 456.333 |